1.
The following is a DFT calculation (ωB97M-V/def2-TZVPD) of a molecular structure, C19H45ClO2P2Tc.

Geometry as XYZ:
```
70
Properties=species:S:1:pos:R:3:forces:R:3:nbo_charge:R:1
Tc -0.20768 -0.07044 0.32207 -2.0484 2.2004 1.9286 0.51
P -0.40910 -2.28563 -0.29662 -0.0773 -2.9872 0.3310 1.14
C 0.65131 -3.02536 -1.64489 -0.0582 0.3775 -0.2123 -0.52
C -0.14069 -3.48457 1.11632 -0.0526 0.0250 -0.3772 -0.52
C -2.11824 -2.70037 -0.91067 0.1598 0.1933 -0.2553 -0.52
C 1.98950 -2.30296 -1.81016 0.2603 0.1715 -0.2258 -0.61
H 0.03755 -2.82594 -2.54018 0.2155 -0.0533 0.1140 0.23
C 0.90177 -4.54239 -1.56558 -0.0646 -0.0913 -0.1314 -0.62
H 1.63993 -4.79366 -0.79304 -0.2501 0.0562 -0.2331 0.21
H 1.31759 -4.85786 -2.53475 -0.0659 0.0584 0.2733 0.22
H -0.00608 -5.13183 -1.39778 0.3456 0.1570 0.0238 0.22
H 1.85594 -1.24569 -2.07452 0.0401 -0.3179 0.1096 0.22
H 2.56467 -2.78092 -2.61813 -0.1404 0.1045 0.2089 0.21
H 2.59688 -2.35306 -0.89498 -0.1842 0.0385 -0.2177 0.21
H -2.14250 -2.11772 -1.84630 -0.0226 -0.1217 0.1821 0.23
C -3.24610 -2.18169 -0.01571 -0.5047 0.3187 0.0465 -0.64
C -2.36224 -4.16993 -1.27537 -0.1086 0.0265 -0.1332 -0.61
H -1.77792 -4.47997 -2.14898 -0.1450 -0.0055 0.2351 0.21
H -3.42426 -4.27279 -1.53990 0.2359 -0.0265 0.0565 0.22
H -2.16552 -4.85244 -0.43565 -0.0536 0.1945 -0.2300 0.21
H -2.96164 -1.33614 0.62428 -0.0469 -0.2857 -0.2369 0.26
H -3.66836 -2.98002 0.60954 0.1975 0.1886 -0.1316 0.21
H -4.05901 -1.81942 -0.66478 0.1540 -0.1397 0.2557 0.22
C 1.30958 -3.42239 1.59721 0.1190 0.0619 0.2780 -0.63
H -0.35520 -4.47973 0.69760 0.1298 0.2159 0.1434 0.22
C -1.10688 -3.21466 2.26712 -0.0683 0.0964 0.2819 -0.63
H 2.03988 -3.73221 0.84312 -0.1729 0.0813 0.1428 0.20
H 1.42546 -4.07991 2.47063 0.0187 0.1072 -0.2029 0.22
H 1.54793 -2.40245 1.92340 0.0443 -0.3061 -0.0725 0.24
H -1.04642 -2.16332 2.58338 -0.1082 -0.3305 -0.0303 0.24
H -0.81749 -3.83006 3.13110 -0.0926 0.1192 -0.1793 0.22
H -2.14615 -3.45266 2.01626 0.2635 0.0512 0.0375 0.21
Cl 0.61048 -0.16953 2.53372 0.2020 0.0335 0.0675 -0.49
H 1.15366 -0.03025 -0.48423 0.5543 -0.4508 -0.3973 -0.04
H -0.78703 -0.39997 -1.17794 -0.0056 0.4945 -0.6157 -0.09
P 0.35616 2.32505 -0.12784 0.1214 1.2457 0.0288 1.06
C -0.80436 3.17281 -1.31943 0.1477 -0.1070 -0.2234 -0.51
C 0.41928 3.51280 1.30634 0.0370 0.0778 0.0597 -0.52
C 2.00940 2.56082 -0.96023 -0.4365 -0.0495 -0.1795 -0.52
C -2.18740 2.52025 -1.34516 -0.2895 0.0090 0.0587 -0.62
H -0.30169 2.99067 -2.28504 -0.2085 0.0504 0.1127 0.22
C -0.96272 4.69011 -1.14243 0.0021 0.1836 -0.0959 -0.62
H -1.52861 4.92791 -0.23395 0.1378 -0.0401 -0.2246 0.22
H -1.53822 5.07360 -1.99782 0.1047 -0.0957 0.2176 0.22
H -0.01679 5.24358 -1.12010 -0.2518 -0.1704 0.0526 0.21
H -2.14334 1.49902 -1.74134 -0.0415 0.1810 0.1482 0.22
H -2.85281 3.11538 -1.98531 0.1352 -0.1573 0.0398 0.21
H -2.63553 2.47278 -0.34136 0.1753 -0.0262 -0.3440 0.26
H 1.83250 2.04782 -1.92132 0.0812 0.0753 0.2234 0.22
C 3.15822 1.84480 -0.23774 0.2919 -0.1868 -0.1338 -0.62
C 2.36934 4.01999 -1.27722 0.2520 -0.0245 -0.0414 -0.62
H 1.68829 4.47718 -2.00253 0.1267 -0.1214 0.1661 0.21
H 3.37820 4.03806 -1.71885 -0.2632 0.0379 0.1121 0.22
H 2.39720 4.64528 -0.37224 0.0018 -0.1974 -0.2503 0.21
H 2.81744 1.06054 0.44843 0.0912 0.2096 -0.0638 0.23
H 3.78732 2.55546 0.31498 -0.2195 -0.2305 -0.0952 0.21
H 3.79231 1.35937 -0.99150 -0.0011 0.1085 0.2219 0.22
C -0.87809 3.56730 2.10755 -0.3297 -0.1495 0.2004 -0.61
H 0.58342 4.50049 0.84513 -0.0154 -0.3250 0.0883 0.22
C 1.57011 3.21244 2.26370 0.1768 -0.0645 0.1589 -0.63
H -1.75791 3.82238 1.50949 0.1211 -0.1754 0.1095 0.22
H -0.78253 4.33098 2.89662 0.0090 -0.2098 -0.2483 0.21
H -1.08297 2.60526 2.59727 0.0534 0.3177 -0.1611 0.24
H 1.52201 2.16695 2.59553 0.1291 0.3540 -0.0155 0.24
H 1.45398 3.85478 3.14712 0.0888 -0.1445 -0.1528 0.22
H 2.55769 3.41004 1.83387 -0.2072 -0.0573 0.0633 0.20
O -3.55130 1.69117 2.69804 1.0060 -1.6325 -0.6727 -0.65
C -2.91016 0.72264 2.26175 -0.3938 1.1618 0.1048 0.65
O -2.24310 0.70128 1.14031 0.7931 -0.4145 -0.0921 -0.84
H -2.87716 -0.24268 2.82332 -0.0950 0.3118 -0.0057 0.07
```
Positions in Å, forces in eV/Å.

Output
ΔE to the lowest compared entry with this formula, charge and spin = 0.00 kJ/mol
spin multiplicity = 4
orbital gap (spin up / spin down) = 8.88 / 7.57 eV
total energy = -2125.1126 Eh

2.
The following is a DFT calculation (ωB97M-V/def2-TZVPD) of 2 unconnected molecules or ions with the total composition C19H45N2O2Si.

Geometry as XYZ:
```
69
Properties=species:S:1:pos:R:3:forces:R:3:nbo_charge:R:1
C -2.59954 -1.12795 -5.09382 -0.7176 0.5518 -0.1654 -0.25
O -1.49868 -0.68745 -5.87551 0.0694 -0.9958 0.3128 -0.54
C -0.27214 -1.31983 -5.52733 0.7512 0.8266 -0.3419 -0.07
C 0.59315 -0.35164 -4.64678 0.0633 -0.3862 0.5609 -0.44
C 1.35192 -1.02963 -3.45784 -0.0161 0.1973 0.3085 -0.38
C 0.50377 -2.00054 -2.57538 -0.0116 0.2519 -0.6569 -0.40
C -0.85137 -1.40640 -2.06859 -0.3776 -1.0567 0.7746 -0.42
C -0.88486 -1.19893 -0.50659 0.1002 0.7068 -0.6839 -0.41
C -0.84747 0.33377 -0.11358 -0.0055 -0.8722 0.3874 -0.42
C 0.15506 0.60109 1.06216 -0.1060 -0.3516 -0.2284 -0.42
C 1.46657 1.31434 0.57092 -2.1074 0.8590 0.9042 -0.04
N 2.42545 0.22158 0.20207 0.5266 -0.1675 -0.7496 -0.52
C 3.48569 -0.12056 1.20170 1.2890 -0.4218 0.9880 -0.26
C 3.46686 0.62757 2.57200 0.4701 0.6960 1.3189 -0.24
N 2.29552 1.48009 2.83994 -0.2599 0.0686 -1.4128 -0.62
C 2.07457 2.28913 1.61261 0.5525 -1.1903 -0.3071 -0.49
Si 1.09712 3.90770 1.88189 -0.1592 1.5530 0.7290 1.62
C 1.09417 4.84524 0.22111 0.0703 -0.9416 0.0744 -1.10
C 2.13506 4.93335 3.13300 0.5708 -1.0808 -0.4613 -1.10
C -0.61684 3.69201 2.66242 -0.3669 -0.0691 -0.2770 -1.13
H -3.50020 -1.00372 -5.72681 0.4347 -0.1621 0.3854 0.20
H -2.73804 -0.48239 -4.20323 0.0950 -0.3424 -0.2616 0.16
H -2.52635 -2.18407 -4.76956 0.0955 0.4304 -0.2458 0.17
H -0.43399 -2.31350 -5.07064 -0.0388 0.5011 -0.0271 0.17
H 0.27131 -1.48920 -6.47666 -0.2848 -0.0151 0.4118 0.19
H 1.32289 0.18957 -5.27987 -0.3641 -0.3173 0.2977 0.22
H -0.06802 0.43010 -4.22231 0.1552 -0.4597 -0.3417 0.21
H 1.71192 -0.21114 -2.78258 -0.1183 -0.2932 -0.4554 0.15
H 2.26972 -1.54832 -3.80282 -0.5225 0.1668 0.0869 0.21
H 0.29262 -2.91839 -3.16088 0.2031 0.4592 0.3614 0.22
H 1.13535 -2.32943 -1.71919 -0.3883 0.1231 -0.4152 0.18
H -1.15079 -0.49122 -2.61116 0.3065 -0.3940 0.3632 0.21
H -1.64401 -2.15338 -2.27890 0.4095 0.4458 -0.1105 0.23
H -1.77775 -1.67621 -0.03646 0.7353 0.3559 -0.4580 0.27
H 0.00291 -1.73395 -0.09580 -0.4760 0.3065 -0.0492 0.15
H -0.58465 0.95918 -0.98932 -0.1672 -0.3253 0.3523 0.19
H -1.88910 0.58005 0.17220 0.6817 0.2313 -0.0593 0.24
H 0.44018 -0.40156 1.45666 -0.1607 0.7268 0.1229 0.20
H -0.33125 1.12293 1.89990 0.4486 0.0324 -0.4046 0.26
H 1.17379 1.85615 -0.35126 0.6617 -0.3623 0.3289 0.23
H 2.87798 0.49868 -0.67225 0.0876 -0.0836 0.1403 0.44
H 1.91993 -0.63941 -0.03310 -0.2151 0.2835 0.0335 0.45
H 3.49597 -1.20788 1.40659 -0.4391 0.5728 -0.3560 0.24
H 4.46495 0.08068 0.72704 -0.6395 -0.0361 0.1712 0.24
H 4.37779 1.27106 2.63887 -0.3470 -0.5111 -0.3065 0.19
H 3.55258 -0.09330 3.41014 -0.0349 0.1516 -0.6845 0.23
H 2.46003 2.12033 3.60801 0.2668 -0.3625 0.1686 0.38
H 3.09744 2.58737 1.24016 -0.6840 0.2262 -0.0731 0.19
H 2.08743 5.32597 0.11936 -0.6123 -0.1087 -0.1292 0.25
H 0.97673 4.08656 -0.58626 0.1017 0.6431 0.2402 0.22
H 0.27428 5.57271 0.11101 0.4408 -0.1938 0.1491 0.26
H 1.85953 5.99971 3.14025 0.0153 -0.4858 0.1461 0.26
H 2.08793 4.47726 4.14435 -0.1400 0.5426 -0.4059 0.23
H 3.20137 4.84371 2.81667 -0.5626 0.2966 0.2062 0.23
H -0.66056 2.89338 3.43237 0.0251 0.3416 -0.5345 0.25
H -1.38244 3.51475 1.87406 0.3639 -0.1323 0.5699 0.24
H -0.92719 4.62751 3.17307 0.3543 -0.3887 -0.3254 0.26
C -3.04810 -2.75247 3.39134 -0.0303 0.2447 -0.0315 -0.63
C -3.65811 -3.50315 2.21765 0.3975 -0.3524 0.4072 0.09
C -3.85944 -4.97356 2.54661 -0.1605 -0.0929 -0.1470 -0.63
O -2.80795 -3.37855 1.07391 -0.2242 0.2536 -0.2318 -0.73
H -2.06490 -3.16137 3.64393 -0.0702 -0.1227 0.0283 0.19
H -2.90110 -1.69991 3.13885 -0.0847 -0.0130 0.0108 0.21
H -3.68622 -2.81294 4.27424 0.0493 -0.0001 -0.0038 0.22
H -4.61578 -3.05251 1.95205 0.1061 0.0308 -0.1803 0.18
H -2.90307 -5.45492 2.77160 0.0050 0.0857 0.0998 0.20
H -4.28915 -5.50132 1.69388 -0.0455 0.0545 0.0359 0.22
H -4.52181 -5.09953 3.40446 0.0394 -0.0174 -0.0108 0.22
H -1.95867 -3.77331 1.29541 -0.0044 -0.1117 0.0571 0.46
```
Positions in Å, forces in eV/Å.

Output
charge = +1
orbital gap = 8.76 eV
total energy = -1300.1441 Eh

3.
The following is a DFT calculation (ωB97M-V/def2-TZVPD) of 4 unconnected molecules or ions with the total composition C19H46N5O3.

Geometry as XYZ:
```
73
Properties=species:S:1:pos:R:3:forces:R:3:lowdin_charge:R:1
N 6.38288 0.80474 1.88618 0.1228 0.0866 -0.0538 0.05
C 7.33304 0.71153 1.02584 -0.0496 0.1160 0.2578 -0.30
C 7.21493 -0.03718 -0.25798 0.1627 -0.4987 0.0496 -0.42
N 7.05940 0.92897 -1.30725 -0.1595 0.1180 0.2521 -0.14
C 5.77048 1.55590 -1.22609 -0.0910 0.2501 -0.1092 -0.40
C 4.54786 0.64509 -1.52043 0.1374 -0.2756 0.1028 -0.23
C 3.36474 1.35668 -2.16403 -0.0339 0.0709 -0.2514 -0.22
C 2.49822 2.09830 -1.15568 0.1430 0.0398 0.1400 -0.21
N 1.71356 1.18234 -0.32018 -0.3207 0.5104 0.0679 0.02
C 0.57773 0.58980 -0.83270 -0.0003 -0.0407 0.1006 -0.56
N 0.23928 0.67730 -2.05935 -0.0711 -0.1598 0.0261 0.12
N -0.15361 -0.13235 0.15085 0.1344 -0.1132 -0.2015 0.11
H 6.63462 1.48305 2.60892 0.0070 -0.0196 -0.0587 0.01
H 8.25031 1.30974 1.11747 -0.0497 0.0116 -0.0528 0.09
H 6.40423 -0.79900 -0.13265 0.1003 0.1378 -0.0928 0.09
H 8.15766 -0.59090 -0.41214 -0.1477 0.0090 -0.0593 0.08
H 5.75215 2.37250 -1.96882 0.0098 -0.0844 0.0280 0.08
H 5.55880 2.04640 -0.24301 -0.0031 0.0355 -0.0830 0.07
H 4.20462 0.17534 -0.58878 0.0510 -0.0796 -0.0770 0.08
H 4.90572 -0.16467 -2.16781 -0.0459 0.0910 -0.0195 0.10
H 2.73644 0.67095 -2.74215 0.0366 0.0994 0.1163 0.09
H 3.74247 2.10769 -2.87082 -0.0212 -0.0816 -0.0131 0.10
H 1.84755 2.83859 -1.63564 -0.0296 -0.1264 -0.0646 0.10
H 3.17241 2.62241 -0.47233 -0.1128 0.0481 -0.0210 0.11
H 1.50957 1.57768 0.59054 0.3099 -0.2242 0.0554 0.13
H -0.61312 0.14005 -2.21548 0.0821 0.0471 0.0166 0.03
H -0.25883 -1.08898 -0.17356 -0.2297 0.1081 0.1167 0.10
H 0.34676 -0.17137 1.03278 0.0062 -0.0482 -0.1812 0.05
C 3.75846 -1.24431 2.50605 -0.0986 -0.0927 0.0620 -0.08
C 2.38077 -1.60446 1.98721 0.1420 0.0009 -0.1576 -0.29
O 2.00318 -2.96720 2.16770 -0.0702 0.0514 0.0247 -0.16
C 1.99947 -3.42128 3.50429 0.0377 -0.0726 0.0535 -0.29
C 1.02846 -2.68154 4.41241 -0.0089 0.0255 -0.0602 -0.08
H 4.51782 -1.89706 2.07510 0.0041 0.0232 -0.0180 0.08
H 4.02335 -0.22521 2.22526 0.0484 -0.0269 -0.0576 0.05
H 3.82128 -1.31506 3.59491 -0.0078 0.0217 -0.0043 0.07
H 2.34230 -1.44839 0.90764 0.0387 0.0095 0.0520 0.11
H 1.62264 -0.94897 2.43666 -0.0052 0.0180 0.0944 0.09
H 3.00933 -3.38474 3.92964 -0.0045 0.0170 -0.0211 0.11
H 1.71552 -4.47357 3.44138 0.0009 0.0091 0.0101 0.11
H 1.32689 -1.64447 4.56979 0.0104 -0.0053 0.0084 0.07
H 0.99121 -3.16716 5.38922 -0.0030 -0.0102 -0.0059 0.07
H 0.02506 -2.68784 3.98274 -0.0108 0.0015 0.0150 0.08
C -3.51234 0.05236 0.36714 -0.1880 0.0968 0.0352 -0.09
C -3.27971 -0.50327 1.75767 0.0908 -0.0809 -0.0479 -0.28
O -3.65832 0.37405 2.81054 -0.0319 -0.0234 0.0116 -0.16
C -5.02099 0.74749 2.83291 -0.0028 0.0560 -0.0003 -0.29
C -5.98430 -0.41727 2.99998 0.0393 -0.0312 0.0040 -0.09
H -3.02926 1.02333 0.25857 0.0439 -0.0274 -0.0279 0.08
H -3.09547 -0.61605 -0.38494 0.0315 0.0025 0.0142 0.07
H -4.57469 0.17040 0.14182 0.0055 -0.0220 -0.0122 0.06
H -2.21396 -0.67185 1.90480 0.0052 0.0235 0.0180 0.10
H -3.77919 -1.47316 1.87461 -0.0278 0.0131 0.0006 0.11
H -5.28108 1.32305 1.93647 0.0123 -0.0136 -0.0073 0.11
H -5.10863 1.42427 3.68430 -0.0156 -0.0062 -0.0055 0.12
H -5.98844 -1.07366 2.12883 -0.0024 0.0146 -0.0060 0.06
H -6.99956 -0.04055 3.13489 -0.0009 0.0090 0.0107 0.07
H -5.71448 -1.01127 3.87466 -0.0120 -0.0001 0.0000 0.08
C -4.79918 2.44145 -4.07281 -0.0299 -0.0198 0.0342 -0.08
C -3.93469 1.20623 -3.88549 0.0635 0.0190 -0.0080 -0.27
O -4.40731 0.31965 -2.88487 0.0036 -0.0242 0.0167 -0.18
C -5.68855 -0.23739 -3.09843 -0.0222 0.0036 0.0139 -0.29
C -5.79748 -1.08122 -4.35814 0.0456 0.0087 -0.0069 -0.08
H -4.94371 2.95088 -3.11896 0.0062 0.0090 -0.0073 0.08
H -4.30885 3.13003 -4.76198 0.0118 0.0045 0.0069 0.08
H -5.78031 2.20255 -4.48708 0.0109 -0.0067 -0.0119 0.06
H -2.93987 1.49555 -3.54670 -0.0037 0.0093 -0.0107 0.12
H -3.80876 0.68121 -4.83951 -0.0212 -0.0103 0.0064 0.11
H -6.45805 0.54469 -3.09993 0.0140 0.0087 -0.0117 0.11
H -5.86688 -0.85897 -2.21953 -0.0124 -0.0032 -0.0113 0.11
H -5.70644 -0.48114 -5.26460 -0.0115 0.0061 0.0096 0.07
H -6.76850 -1.57791 -4.38723 -0.0021 -0.0077 0.0097 0.07
H -5.01658 -1.84276 -4.37278 -0.0100 -0.0053 -0.0033 0.08
```
Positions in Å, forces in eV/Å.

Output
charge = -1
orbital gap = 4.05 eV
total energy = -1250.9386 Eh